No. 1
{"formula": "ClHg5O20S4", "method": "ωB97M-V/def2-TZVPD", "e_above_lowest_kj_mol": 0.0, "charge": 1, "homo_energy_ev": -11.24, "symbols": ["Hg", "Hg", "Hg", "Hg", "Hg", "S", "O", "O", "O", "O", "S", "O", "O", "O", "O", "S", "O", "O", "O", "O", "S", "O", "O", "O", "O", "Cl", "O", "O", "O", "O"], "coordinates": [[-1.30924, 2.09641, -4.11720], [0.74828, -0.72161, 1.72373], [0.68416, -0.69810, -2.05403], [-4.59837, -0.08893, 0.67241], [-0.63727, 4.10014, 1.12615], [-0.34646, 1.95531, 3.86343], [-0.55028, 3.26375, 3.04276], [0.65032, 2.35456, 4.79563], [-1.57812, 1.57918, 4.47073], [0.17700, 0.85136, 2.96686], [-1.45640, 0.98133, -0.48743], [-2.76108, 0.25381, -0.40416], [-0.41660, -0.03713, -0.19466], [-1.16450, 1.31687, -1.92072], [-1.41205, 2.10930, 0.44985], [3.21718, -1.98167, -0.34878], [3.44433, -1.54984, -1.75979], [3.29713, -3.44755, -0.31857], [3.98377, -1.43533, 0.72102], [1.75212, -1.46657, -0.07846], [1.91847, 0.59911, -4.44339], [1.81015, 0.84949, -5.85660], [0.46382, 0.70231, -3.82234], [2.38120, -0.69915, -3.89857], [2.66384, 1.72886, -3.83468], [-2.19992, -2.53466, 1.97921], [-3.20417, -2.37061, 0.90271], [-2.24521, -1.39029, 2.82714], [-2.45925, -3.72876, 2.65634], [-0.85285, -2.59159, 1.34144]], "lowdin_charge": [1.240, 1.343, 1.392, 1.315, 1.373, 0.310, -0.509, -0.223, -0.259, -0.489, 0.341, -0.490, -0.508, -0.546, -0.455, 0.348, -0.289, -0.200, -0.246, -0.583, 0.337, -0.260, -0.633, -0.316, -0.271, 0.676, -0.421, -0.347, -0.228, -0.405]}

=====

No. 2
{"formula": "C3H3NdO3", "method": "ωB97M-V/def2-TZVPD", "e_above_lowest_kj_mol": 144.3, "spin_multiplicity": 5, "charge": 3, "homo_energy_ev": [-22.33, -24.39], "symbols": ["O", "Nd", "O", "C", "O", "C", "H", "C", "H", "H"], "coordinates": [[-1.72586, -0.65595, 3.89095], [1.16509, 1.58269, 0.77909], [-0.24465, 0.69556, 2.75130], [-0.95097, 0.05127, 3.42776], [0.66155, -0.63090, -1.92211], [1.51823, 0.22339, -1.42074], [2.51821, 0.10888, -1.87409], [-0.65711, -0.50630, -1.85819], [-1.08536, 0.25951, -1.20790], [-1.19913, -1.12814, -2.56606]], "lowdin_charge": [0.372, 2.007, -0.015, -0.314, 0.023, 0.048, 0.119, 0.429, 0.143, 0.188]}